# 1
DFT (ωB97M-V/def2-TZVPD) results for a cluster of 9 separate species, C6H29NO9 in total.

```
45
Properties=species:S:1:pos:R:3:forces:R:3
C 0.59813 -2.09569 1.50163 0.6 -0.3 -0.4
N 0.35239 -1.53247 2.85496 -2.0 0.9 -2.4
C -1.09859 -1.17367 3.04213 1.3 -0.1 -0.2
C -1.11771 0.33858 2.86771 -0.8 0.0 0.3
O -2.07152 0.89736 2.37163 0.3 0.3 0.4
C 0.65988 -0.95107 0.45145 -0.9 0.5 1.5
C 2.97640 -0.86423 -0.50225 -0.1 -1.1 0.2
C 1.98435 -0.20697 0.47116 -0.1 0.6 -2.2
H -0.16315 -2.87121 1.18833 0.6 0.8 0.4
H 1.61052 -2.61071 1.50388 -1.1 0.5 0.2
H 0.63109 -2.14899 3.53391 0.8 -1.8 1.9
H -1.45086 -1.45344 4.05152 0.3 0.3 -0.2
H -1.80623 -1.69250 2.33292 0.8 0.7 0.4
H -0.22756 0.94612 3.21935 -0.6 -0.8 -0.3
H 0.49823 -1.36428 -0.52800 -0.1 -0.1 -0.5
H -0.16630 -0.19871 0.65094 0.7 -1.0 -0.3
H 2.65397 -0.75642 -1.53866 -0.1 0.0 -0.1
H 3.04345 -1.98000 -0.31440 0.0 1.1 -0.1
H 3.98725 -0.46717 -0.42752 0.1 0.1 0.1
H 1.81345 0.85077 0.15631 0.0 -0.7 0.2
H 2.42924 -0.15846 1.41953 0.4 0.0 1.6
H 2.92961 1.71883 -1.43391 0.6 -0.6 0.8
H 1.98638 2.92709 -1.46738 -0.4 0.6 0.8
O 2.45165 2.28680 -2.01150 0.0 0.0 -1.6
H -1.38363 1.86199 -0.39695 0.3 0.1 -0.1
H -1.40834 2.06420 1.05762 -1.9 -0.2 2.9
O -0.83580 2.19408 0.36366 1.7 0.4 -3.0
H -3.22567 0.11746 1.19596 1.4 1.6 3.1
H -3.04494 -1.02576 0.24799 0.1 -0.1 -0.1
O -3.60782 -0.26562 0.46943 -2.0 -1.5 -2.8
H -1.44843 -1.57650 -1.19393 -0.8 -0.5 0.0
H -2.61710 -2.65498 -1.02293 -0.6 -0.6 -1.0
O -1.99887 -2.11237 -0.57264 1.2 0.6 1.1
H 0.31267 3.36735 -0.06123 0.2 0.0 0.0
H 1.51237 4.07633 0.54028 1.0 0.6 2.0
O 1.14429 3.85707 -0.27676 -1.2 -0.5 -1.9
H -0.54875 -1.69994 -2.95923 1.2 -2.7 -1.0
H -0.24057 -0.22218 -2.94674 -0.5 -0.5 0.0
O -0.94176 -0.91438 -2.71237 -0.1 3.0 0.4
H -2.97910 0.61559 -0.84961 0.2 -0.1 -0.3
H -1.84526 0.35053 -1.92596 -0.3 -0.2 0.0
O -2.37381 1.03455 -1.50953 -0.3 0.8 0.2
H 1.45337 1.33733 -3.00860 0.5 0.1 0.6
H 0.61981 1.39286 -4.21591 -0.9 1.0 -1.4
O 0.95323 0.76280 -3.61627 0.2 -1.1 0.9
```
Forces are in eV/Å.

Summary:
* LUMO energy: 0.0168 Ha
* energy above the lowest of the compared OMol25 structures with the same formula, charge and spin: 51.9 kcal/mol
* charge: 0
* HOMO level: -9.7 eV
* total energy: -977.9191 Eh
* SMILES: CCCCNCC=O.O.O.O.O.O.O.O.O

# 2
DFT (ωB97M-V/def2-TZVPD) results for a cluster of 5 separate species, C15H35N5O5 in total.

```
60
Properties=species:S:1:pos:R:3:forces:R:3
C 0.34399 -0.55444 0.73112 -2.2 -1.2 -0.3
C 1.40201 0.47091 0.70940 1.0 -1.4 -0.6
O 2.06954 0.64738 -0.30171 -0.3 0.8 0.5
N 1.67829 1.00233 1.92117 0.0 1.0 0.1
C 2.93867 1.69225 2.09658 0.7 -0.8 0.5
H -0.52901 -0.24884 0.15440 -0.1 0.5 0.1
H -0.02659 -0.86005 1.70957 0.1 0.3 0.2
H 0.53955 -1.49211 0.21090 1.0 0.2 0.0
H 1.28214 0.55635 2.73620 -0.1 0.2 -0.3
H 3.21794 1.55255 3.14089 0.1 0.1 0.0
H 3.02326 2.75552 1.87205 -0.6 -0.1 -0.2
H 3.64868 1.14243 1.47879 0.3 0.3 0.0
C -4.91093 -5.41041 -7.22894 -1.0 0.3 -1.3
C -4.65510 -3.94630 -6.95576 2.1 1.1 1.1
O -4.64529 -3.02384 -7.77598 -0.6 -1.4 0.8
N -4.13117 -3.75999 -5.68343 -0.5 -0.4 -1.0
C -3.58815 -2.50401 -5.20611 -0.4 -0.4 -0.2
H -5.93984 -5.72425 -7.05297 -0.1 0.2 0.4
H -4.23761 -6.09894 -6.71837 0.1 0.2 -0.2
H -4.85135 -5.44536 -8.31675 0.4 -0.5 0.0
H -4.15555 -4.54756 -5.05157 0.1 0.2 -0.2
H -4.13853 -1.70240 -5.69866 -0.2 0.1 0.6
H -2.54808 -2.32362 -5.47781 0.2 -0.4 0.0
H -3.68406 -2.59579 -4.12422 0.0 0.9 0.0
C 1.96133 8.34658 -6.61044 -0.4 -1.8 -1.0
C 2.86396 7.40139 -5.76734 -1.6 2.9 0.1
O 3.68358 8.01551 -5.12979 1.7 -0.6 0.8
N 2.56856 6.09842 -5.63076 -0.2 -0.5 -1.0
C 3.39386 5.16779 -4.89987 -0.8 -0.5 0.8
H 2.51226 8.67199 -7.49287 0.3 0.2 0.2
H 1.56542 9.21192 -6.07889 0.4 -0.3 0.3
H 1.13327 7.78844 -7.04736 -0.4 0.0 0.1
H 1.84706 5.71284 -6.22309 0.2 0.2 0.1
H 3.61826 5.61273 -3.93045 0.6 0.0 -0.3
H 4.24089 4.74901 -5.44325 0.2 0.5 0.1
H 2.76118 4.31562 -4.65164 -0.1 -0.1 -0.1
C 0.58797 -6.84181 -1.01615 1.0 0.2 -1.8
C -0.85539 -7.03307 -0.82437 -3.0 2.6 -0.1
O -1.70945 -6.17563 -1.18563 1.9 -1.9 0.6
N -1.23149 -8.18651 -0.25557 0.6 -1.0 1.0
C -2.53819 -8.54210 0.14467 -2.5 -0.4 0.2
H 1.21866 -6.52715 -0.18468 -0.3 -0.2 0.1
H 0.67005 -6.12150 -1.83010 0.1 0.5 0.4
H 0.95823 -7.72949 -1.52901 0.4 -0.4 0.6
H -0.57502 -8.71443 0.30161 0.6 0.3 -0.6
H -2.67059 -8.68031 1.21773 0.5 0.2 0.2
H -2.87572 -9.48905 -0.27658 0.3 -0.2 -0.3
H -3.33461 -7.85340 -0.13730 0.5 0.4 -0.2
C 0.82256 4.76964 12.98373 -0.4 -1.6 -1.0
C 0.44348 4.46233 11.51061 -2.0 1.1 -0.6
O -0.72809 4.50411 11.10565 1.7 -0.2 0.8
N 1.48869 4.28359 10.63880 1.2 -0.6 0.9
C 1.33263 3.86785 9.26488 -1.0 -0.5 -0.4
H 0.64970 3.84258 13.53034 0.3 -0.4 0.0
H 0.08326 5.40340 13.47351 0.5 0.7 -0.5
H 1.88877 4.98769 13.04489 -0.3 0.6 0.4
H 2.32153 3.92599 11.08442 0.1 0.4 0.0
H 2.07856 3.17823 8.86977 0.5 0.1 0.7
H 1.31351 4.70487 8.56693 -0.3 0.1 0.2
H 0.40855 3.29035 9.23884 -0.3 0.3 -0.5
```
Forces are in eV/Å.

Summary:
* LUMO energy: 0.0171 Ha
* energy above the lowest of the compared OMol25 structures with the same formula, charge and spin: 48.4 kcal/mol
* charge: 0
* HOMO level: -9.3 eV
* total energy: -1242.5242 Eh
* SMILES: CNC(C)=O.CNC(C)=O.CNC(C)=O.CNC(C)=O.CNC(C)=O

# 3
DFT (ωB97M-V/def2-TZVPD) results for a structure of composition C41H41N2P2Re.

```
87
Properties=species:S:1:pos:R:3:forces:R:3
Re 1.39746 0.14990 1.10508 0.2 0.5 0.1
N 1.63297 2.05932 2.06722 0.3 -0.2 0.1
C 0.24130 2.48505 2.09120 0.0 -0.2 0.0
C -0.13879 3.60609 1.36789 -0.1 0.0 0.0
C -1.45947 4.01714 1.39946 0.0 0.0 0.0
C -2.39047 3.29074 2.13192 0.0 -0.1 0.0
C -2.00115 2.16110 2.83289 0.0 0.0 0.0
C -0.67344 1.73071 2.83948 0.1 -0.1 0.1
C -0.24061 0.53194 3.61194 0.0 0.1 -0.2
C -0.75770 0.28391 4.88237 0.0 0.0 0.0
C -0.38523 -0.85598 5.57217 0.0 0.0 0.0
C 0.48550 -1.75776 4.97061 -0.1 0.0 0.0
C 0.97333 -1.52327 3.69418 0.0 0.0 0.1
C 0.63903 -0.36769 2.98174 -0.1 0.1 0.1
H 2.18481 2.73254 1.54334 0.0 0.0 0.1
H 2.01650 1.97150 3.00964 -0.1 0.0 0.0
H 0.59147 4.15995 0.78823 0.0 0.0 0.0
H -1.75733 4.90016 0.85130 0.0 0.0 0.0
H -3.42551 3.60548 2.15220 0.0 0.0 0.0
H -2.73009 1.58607 3.38962 0.0 0.0 0.0
H -1.43480 0.99721 5.33755 0.0 0.0 0.0
H -0.76785 -1.04140 6.56667 0.0 0.0 0.0
H 0.77326 -2.66042 5.49543 0.0 0.0 0.0
H 1.61521 -2.26813 3.24542 0.1 0.0 0.0
C 4.70294 -1.45603 2.25581 0.0 0.0 0.0
C 3.95735 -1.64999 0.93456 0.1 0.3 0.1
C 3.33125 -3.04285 0.87186 0.1 0.0 0.0
C 4.89199 -1.42144 -0.27078 0.1 0.0 0.0
N 2.90425 -0.63275 0.87852 -0.7 -0.3 -0.6
H 5.50188 -2.19381 2.33689 0.0 0.0 0.0
H 4.02684 -1.57732 3.10301 0.0 0.0 0.0
H 5.15227 -0.46311 2.30409 0.0 0.0 0.0
H 4.12109 -3.79262 0.94230 0.0 0.0 0.0
H 2.80439 -3.19180 -0.06888 0.0 0.0 0.0
H 2.63732 -3.20324 1.69425 0.0 0.0 0.0
H 5.93569 -1.52237 0.02691 0.0 -0.1 0.0
H 4.75590 -0.42357 -0.68372 0.0 0.0 0.1
H 4.69837 -2.14538 -1.06292 0.0 0.0 0.0
C -1.33159 0.42970 -1.06145 0.1 0.0 0.0
P -0.49768 -0.85778 -0.07249 0.5 -0.3 0.3
C -0.04336 -2.15025 -1.26288 -0.2 -0.1 0.0
C 1.21885 -2.18614 -1.84745 0.0 0.1 -0.1
C 1.51099 -3.13497 -2.81579 0.0 0.0 0.0
C 0.54587 -4.05253 -3.20378 0.0 0.0 0.0
C -0.71731 -4.02018 -2.62829 0.0 0.0 0.0
C -1.01274 -3.07303 -1.66088 0.0 0.0 0.0
C -1.73008 -1.59227 1.03224 0.0 0.1 -0.1
C -2.86578 -0.87777 1.39971 0.0 0.0 0.0
C -3.72500 -1.38293 2.36678 0.0 0.0 0.0
C -3.45102 -2.60045 2.96914 0.0 0.0 0.0
C -2.31777 -3.31718 2.60397 0.0 0.0 0.0
C -1.45672 -2.81412 1.64483 0.0 0.0 0.0
P -0.11740 0.98942 -2.38249 0.1 0.0 0.1
C -0.07932 2.79314 -2.09493 0.0 0.0 -0.1
C 1.17736 3.38809 -1.99750 0.0 0.0 0.0
C 1.30224 4.76576 -1.85603 0.0 0.0 0.0
C 0.16652 5.56102 -1.81916 0.0 0.0 0.0
C -1.09266 4.97876 -1.92274 0.0 0.0 0.0
C -1.21387 3.60501 -2.05390 0.0 0.0 0.0
C -1.15866 0.82736 -3.87808 0.0 0.0 0.0
C -1.64600 -0.44198 -4.19662 0.0 0.0 0.0
C -2.37669 -0.64918 -5.35466 0.0 0.0 0.0
C -2.61340 0.40656 -6.22557 0.0 0.0 0.0
C -2.10810 1.66312 -5.93212 0.0 0.0 0.0
C -1.38466 1.87502 -4.76542 0.0 0.0 0.0
H -1.58938 1.27929 -0.42447 0.0 0.0 0.0
H -2.24365 0.01188 -1.49281 0.0 0.0 0.0
H 1.96386 -1.45221 -1.56740 0.0 0.0 0.0
H 2.49128 -3.15041 -3.27400 0.0 0.0 0.0
H 0.77559 -4.79151 -3.96002 0.0 0.0 0.0
H -1.47293 -4.73177 -2.93341 0.0 0.0 0.0
H -1.99916 -3.05575 -1.21280 0.0 0.0 0.0
H -3.08787 0.07736 0.93885 0.0 0.0 0.0
H -4.60925 -0.82465 2.64592 0.0 0.0 0.0
H -4.11975 -2.99441 3.72292 0.0 0.0 0.0
H -2.10263 -4.26748 3.07460 0.0 0.0 0.0
H -0.56746 -3.37263 1.37449 0.0 0.0 0.0
H 2.06335 2.76588 -2.05586 0.0 0.0 0.0
H 2.28418 5.21758 -1.79682 0.0 0.0 0.0
H 0.25920 6.63536 -1.72480 0.0 0.0 0.0
H -1.97869 5.60104 -1.91389 0.0 0.0 0.0
H -2.19885 3.16179 -2.15255 0.0 0.0 0.0
H -1.44494 -1.28304 -3.54103 0.0 0.0 0.0
H -2.75459 -1.63758 -5.58212 0.0 0.0 0.0
H -3.18409 0.24752 -7.13075 0.0 0.0 0.0
H -2.27830 2.48896 -6.61047 0.0 0.0 0.0
H -0.99784 2.86468 -4.55744 0.0 0.0 0.0
```
Forces are in eV/Å.

Summary:
* LUMO energy (alpha / beta): -0.1144 / -0.1167 Ha
* energy above the lowest of the compared OMol25 structures with the same formula, charge and spin: 17.8 kcal/mol
* charge: +1
* HOMO level (alpha / beta): -9.8 / -10.1 eV
* total energy: -2457.2525 Eh
* spin multiplicity: 2

Among the records above, which one has the lowest total energy?
C41H41N2P2Re

Look up the total energy of the third one.
-2457.2525 Eh